1.
# C15H22N4O5SSn

A molecular structure, C15H22N4O5SSn in a non-equilibrium geometry (wB97M-V/def2-TZVPD, the OMol25 dataset).

HOMO (Eh): -0.53525
E (Ha): -1791.82266
Max |F| (eV Å⁻¹): 1.92
Total charge: +2

Positions of all 48 atoms, in Å:
Sn 1.835 1.430 -1.395
N -1.126 4.748 -1.062
C -0.442 3.819 -0.427
O 0.617 3.323 -0.764
C -1.077 3.269 0.900
C -0.969 1.837 0.848
H -0.747 5.135 -1.916
H -2.001 5.119 -0.728
H -2.087 3.638 1.048
H -0.384 3.660 1.666
H -1.853 1.203 0.796
H 0.016 1.362 0.877
C -1.219 -2.429 -3.624
N -0.886 -1.038 -3.264
C 0.350 -0.538 -3.873
C -1.516 -0.374 -2.304
S -0.774 1.036 -1.577
N -2.743 -0.723 -1.908
C -3.297 -0.294 -0.621
C -3.756 -1.239 -2.848
H -0.288 -2.988 -3.699
H -1.732 -2.482 -4.582
H -1.828 -2.890 -2.853
H 0.486 -1.026 -4.833
H 1.212 -0.768 -3.243
H 0.292 0.534 -4.040
H -2.520 -0.275 0.138
H -4.056 -1.015 -0.325
H -3.761 0.693 -0.702
H -3.416 -1.148 -3.874
H -4.654 -0.630 -2.736
H -4.017 -2.274 -2.633
O 2.230 1.985 1.586
C 2.115 0.778 1.412
O 1.579 0.324 0.281
C 2.505 -0.240 2.421
C 2.102 -1.569 2.291
C 2.492 -2.505 3.233
C 3.288 -2.087 4.283
C 3.708 -0.781 4.428
C 3.307 0.152 3.487
N 3.695 -3.086 5.305
O 3.329 -4.230 5.134
O 4.356 -2.684 6.237
H 1.481 -1.865 1.457
H 2.203 -3.543 3.165
H 4.336 -0.506 5.262
H 3.617 1.185 3.576

2.
# C2H5NS2

A single C2H5NS2 molecule in a non-equilibrium geometry (wB97M-V/def2-TZVPD, the OMol25 dataset).

HOMO (Eh): -0.31231
E (Ha): -930.16761
Structure (SMILES): SC/C=N/S
Energy above the lowest of the compared OMol25 structures with the same formula, charge and spin (kJ/mol): 451.2
Max |F| (eV Å⁻¹): 7.80
Total charge: 0

Positions of all 10 atoms, in Å:
C 0.084 -0.545 -1.081
C -0.003 -0.116 0.403
H 2.211 -0.469 -0.159
H -0.130 0.016 -2.022
H -0.756 -1.433 -1.147
H 0.614 -0.878 1.187
H -1.557 2.608 1.613
N -1.042 0.845 0.508
S 1.547 -1.556 -1.268
S -0.967 1.528 1.965